Record 1
# C5H13O2

2 unconnected molecules or ions with the total composition C5H13O2 (the ωB97M-V functional and the def2-TZVPD basis, OMol25).

## Properties
energy	-9490.19853	eV
strongest force on any atom	0.0445	hartree/bohr
HOMO level	-0.089	Ha
total charge	-1
2S+1	1
orbital gap	0.226	hartree

Element x y z (Å)
C 2.0329 -0.3045 -0.8988
O 2.8243 0.5498 -1.5943
C 0.9562 0.3973 -0.0027
C 0.0064 -0.5193 0.7486
C -1.4301 -0.5901 0.2078
C -1.5372 -1.1809 -1.1892
H 2.5854 -0.9894 -0.1550
H 1.4434 -1.0425 -1.5941
H 1.5660 1.0394 0.6620
H 0.4103 1.0849 -0.6828
H 0.4963 -1.5045 0.7831
H -0.0764 -0.1735 1.8389
H -2.0157 -1.2086 0.9231
H -1.8693 0.4175 0.2793
H -1.0194 -2.2176 -1.2681
H -2.6430 -1.3357 -1.5051
H -1.0688 -0.5400 -1.9095
H -0.1935 3.0201 1.0824
H -0.0820 2.1195 2.2548
O -0.3857 2.9782 2.0198

Record 2
# C5H13O2

2 unconnected molecules or ions with the total composition C5H13O2 (the ωB97M-V functional and the def2-TZVPD basis, OMol25).

## Properties
energy	-9485.76312	eV
strongest force on any atom	0.0644	hartree/bohr
HOMO level (alpha / beta)	0.119 / -0.010	Ha
total charge	-2
2S+1	2
orbital gap (alpha / beta)	0.086 / 0.215	hartree

Element x y z (Å)
C -0.7938 -1.3051 1.6362
O -1.4358 -0.9523 2.7216
C -0.1906 0.0001 0.7007
C -0.9990 0.1247 -0.5763
C -1.1373 1.6166 -1.0519
C -2.1511 2.4292 -0.2724
H 0.1420 -1.9049 1.8188
H -1.3974 -1.8094 0.8322
H 0.7888 -0.3868 0.4227
H -0.2646 0.7964 1.4307
H -1.9820 -0.3657 -0.4445
H -0.6490 -0.3535 -1.4992
H -1.3123 1.5586 -2.1295
H -0.1040 1.9759 -0.9872
H -2.3118 1.9358 0.6894
H -3.1576 2.3295 -0.7068
H -1.9743 3.5055 -0.3056
H 5.5240 -2.3067 -1.7165
H 5.5296 -0.7286 -2.5357
O 5.5512 -1.7036 -2.4923

Record 3
# C5H13O3

A molecular structure, C5H13O3 (the ωB97M-V functional and the def2-TZVPD basis, OMol25).

## Properties
energy	-11538.15745	eV
strongest force on any atom	0.0312	hartree/bohr
HOMO level	-0.152	Ha
total charge	-1
2S+1	1
orbital gap	0.298	hartree

Element x y z (Å)
C 0.7258 0.3347 1.6585
O 0.3259 -0.9940 1.5035
C -0.3793 1.2625 1.1901
C -0.9776 0.9636 -0.1763
C -2.1232 -0.0278 -0.1537
C -2.2728 -1.0391 -0.9965
H 1.6865 0.5684 1.1662
H 0.8987 0.6170 2.7126
H -1.2353 1.1899 1.8800
H -0.1720 2.3455 1.2736
H -0.1984 0.6158 -0.8650
H -1.3353 1.8924 -0.6374
H -2.9499 0.2662 0.4903
H -1.5265 -1.2836 -1.7489
H -3.1065 -1.7317 -1.0256
H 3.2487 0.6715 -2.0127
H 2.6168 -0.6654 -1.4418
O 2.5908 -0.0100 -2.1772
H 1.2292 -1.8844 -1.0074
H 1.1268 -1.3404 0.6466
O 1.8277 -1.7510 -0.2789

Record 4
# C5H13O7Tl

A molecular structure, C5H13O7Tl (the ωB97M-V functional and the def2-TZVPD basis, OMol25).

## Properties
energy	-24396.65489	eV
strongest force on any atom	0.0855	hartree/bohr
HOMO level	-0.545	Ha
total charge	+2
2S+1	1
orbital gap	0.051	hartree

Element x y z (Å)
Tl 15.0867 11.1164 0.1933
O 12.6169 5.5752 4.8946
C 12.2990 5.9554 3.6758
O 12.6965 7.0458 3.1984
O 11.6898 5.1452 3.0241
H 12.0735 4.7868 4.8262
C 19.5739 11.5154 3.9289
C 18.5352 11.7860 5.0532
O 17.3352 11.1611 4.6849
O 19.1968 11.9554 2.6356
H 19.7684 10.4432 3.9006
H 20.5847 11.8387 4.1777
H 18.4003 12.8642 5.1393
H 18.9366 11.5062 6.0272
H 17.1769 10.3672 5.2009
H 19.8052 12.5837 2.2399
C 15.9635 17.1707 0.0213
C 14.5659 17.0150 -0.5512
O 14.2040 15.7813 -1.1477
O 16.3731 16.2357 0.9965
H 16.0570 18.1162 0.5556
H 16.6912 17.0374 -0.7791
H 14.4131 17.7425 -1.3484
H 13.8378 17.2162 0.2347
H 13.6705 16.0082 -1.9128
H 17.3274 16.1873 1.0890

Record 5
# C5H13OPS

2 unconnected molecules or ions with the total composition C5H13OPS (the ωB97M-V functional and the def2-TZVPD basis, OMol25).

## Properties
structure (SMILES)	CC(C)(C)S.CP=O
energy	-27565.90838	eV
strongest force on any atom	0.0833	hartree/bohr
HOMO level	-0.326	Ha
2S+1	1
orbital gap	0.322	hartree

Element x y z (Å)
C 2.3368 -0.0878 -0.6820
C 0.7334 -0.2350 1.3795
C 0.2983 -1.5379 -0.7444
C -3.6502 1.4928 0.5967
C 0.8676 -0.2283 -0.1750
O -3.3400 -1.0930 0.0016
P -2.8703 -0.1581 0.9919
S -0.0619 1.2127 -0.8872
H 2.9749 -0.7439 -0.0591
H 2.3060 -0.2656 -1.8095
H 2.7174 0.8438 -0.5418
H -0.3269 -0.4159 1.7173
H 0.9903 0.8224 1.6492
H 1.4740 -0.9358 1.9625
H -0.4105 -1.3089 -1.4235
H 1.0836 -2.0208 -1.1836
H -0.2398 -2.1447 0.0686
H -4.2071 1.2544 -0.2534
H -2.8093 2.1651 0.4277
H -4.2635 1.7092 1.5276
H 0.1550 1.9106 0.3223

Record 6
# C5H14

2 unconnected molecules or ions with the total composition C5H14 (the ωB97M-V functional and the def2-TZVPD basis, OMol25).

## Properties
energy	-5408.46625	eV
strongest force on any atom	0.1018	hartree/bohr
HOMO level (alpha / beta)	0.057 / -0.269	Ha
total charge	-1
2S+1	2
orbital gap (alpha / beta)	0.097 / 0.423	hartree

Element x y z (Å)
C 0.2947 1.3398 0.9450
C 0.4062 0.2309 2.0271
C 1.7284 1.5624 0.2872
H -0.0544 2.3561 1.2182
H -0.3108 0.9249 0.1691
H 1.3620 -0.3674 1.6256
H 0.4318 0.4842 3.0930
H 2.1561 2.1776 1.0614
H 1.7128 2.1755 -0.5868
H -0.4894 -0.2216 1.7415
H 2.3450 0.5681 0.1993
C -1.6551 -1.8223 -0.8803
C -0.8007 -1.0357 -2.0397
H -2.6491 -1.4769 -1.1159
H -1.7853 -2.8774 -1.2031
H -1.2810 -1.5597 0.1243
H -0.0027 -1.6437 -2.4101
H -0.0796 -0.3756 -1.5963
H -1.3288 -0.4390 -2.6593

Record 7
# C5H14

2 unconnected molecules or ions with the total composition C5H14 (the ωB97M-V functional and the def2-TZVPD basis, OMol25).

## Properties
energy	-5408.86658	eV
strongest force on any atom	0.1364	hartree/bohr
HOMO level (alpha / beta)	0.057 / -0.255	Ha
total charge	-1
2S+1	2
orbital gap (alpha / beta)	0.094 / 0.405	hartree

Element x y z (Å)
C 0.0520 0.1562 1.4843
C 0.9444 -0.9605 1.0119
C -0.1865 -0.0175 2.9425
H -0.8428 0.2406 0.7758
H 0.5764 1.1097 1.2035
H 1.1330 -1.0837 0.0267
H 1.7410 -0.9001 1.8120
H -0.0793 0.9451 3.4153
H 0.5324 -0.7956 3.3244
H 0.4707 -1.9477 1.5164
H -1.2474 -0.2360 3.0438
C 0.1716 0.1404 -2.9734
C -0.9663 0.8054 -2.0974
H -0.2523 -0.4126 -3.9115
H 0.8337 0.8357 -3.4259
H 0.7898 -0.6565 -2.6229
H -0.6678 1.6947 -1.5559
H -1.1658 0.1684 -1.2212
H -1.8368 0.9142 -2.7484

Record 8
# C5H14

2 unconnected molecules or ions with the total composition C5H14 (the ωB97M-V functional and the def2-TZVPD basis, OMol25).

## Properties
energy	-5408.41728	eV
strongest force on any atom	0.1103	hartree/bohr
HOMO level (alpha / beta)	0.055 / -0.262	Ha
total charge	-1
2S+1	2
orbital gap (alpha / beta)	0.092 / 0.415	hartree

Element x y z (Å)
C 0.0623 -2.3659 -0.1227
C -1.2972 -2.6497 -0.6874
H 0.6322 -2.2485 -1.0219
H 0.3343 -1.5171 0.4591
H 0.5204 -3.1295 0.4217
H -1.7827 -3.5515 -0.4990
H -1.1532 -2.5375 -1.7903
H -2.0917 -1.9106 -0.4653
C 0.2098 1.2225 -0.0148
C 1.4164 1.9918 -0.2871
C -0.4490 1.8346 1.1268
H -0.4521 1.1237 -0.7331
H 0.4726 0.2104 0.1624
H 1.3417 2.8335 -0.9951
H 2.3811 1.7186 -0.8139
H 0.3417 2.2001 1.7986
H -0.8232 2.8260 0.9282
H 1.8514 2.4730 0.7325
H -1.2271 1.3102 1.7279